11
Properties=species:S:1:pos:R:3 method="wB97M-V/def2-TZVPD" charge=-1 multiplicity=1 e_homo_ev=-3.64 e_lumo_ev=3.1 relative_energy_kcal_mol=5.64 gap_ev=6.75
Br -2.46059 3.15762 -2.09269
C -0.19148 0.96693 0.21298
S 0.03278 -0.42934 -0.74336
O 1.40335 -0.28583 -1.42800
C 0.41818 -1.63095 0.48393
H 0.51457 1.21089 0.89103
H -0.95922 0.78210 0.84345
H -0.42249 1.84534 -0.36993
H -0.43543 -2.06272 1.01969
H 1.07811 -1.24945 1.25825
H 1.02223 -2.30459 -0.07535

***

117
Properties=species:S:1:pos:R:3 method="wB97M-V/def2-TZVPD" charge=0 multiplicity=1 e_homo_ev=-8.36 e_lumo_ev=0.4 gap_ev=8.72
C 10.61449 21.85217 12.77366
O 9.96556 20.72778 12.18559
C 8.77537 20.34855 12.85138
C 8.34980 19.00228 12.23598
N 9.10232 17.82337 12.71148
C 8.92485 17.62620 14.12725
C 9.89890 16.63518 14.72240
O 11.18455 17.10431 14.85334
C 12.15052 16.12468 15.18694
H 10.05588 22.75313 12.51100
H 11.61344 21.88968 12.36838
H 10.66034 21.72341 13.88096
H 7.95663 21.03567 12.52991
H 8.91571 20.49612 13.92648
H 8.49243 19.18710 11.17122
H 7.26566 18.80538 12.37540
H 10.11156 17.90592 12.51902
H 7.96086 17.17928 14.36066
H 9.03472 18.54522 14.72589
H 9.86775 15.67673 14.15903
H 9.51393 16.42711 15.74060
H 11.98265 15.78755 16.22596
H 13.14296 16.55897 15.12124
H 12.08668 15.22511 14.55340
C 13.93414 22.19698 10.77270
O 14.55137 22.15672 9.54601
C 13.83152 22.20356 8.39950
C 13.01854 20.95315 8.06302
N 13.87993 19.79909 7.83368
C 13.19237 18.54634 7.56330
C 14.29007 17.50289 7.33285
O 13.73408 16.23602 7.10361
C 14.37803 15.16591 7.79105
H 14.62165 22.40353 11.58428
H 13.43276 21.23621 10.95731
H 13.16500 23.00203 10.79904
H 14.60764 22.38743 7.64168
H 13.14852 23.06419 8.39280
H 12.32615 21.02912 7.22654
H 12.35111 20.80412 8.94519
H 14.37577 19.70062 8.70475
H 12.54504 18.71461 6.69511
H 12.53874 18.20201 8.37477
H 14.94341 17.50509 8.24800
H 14.93433 17.77926 6.45983
H 14.41060 15.19590 8.91459
H 15.37069 15.00522 7.39253
H 13.77929 14.28266 7.50883
C 18.34180 15.31735 8.72744
O 17.65211 14.18941 9.17122
C 17.56310 14.07264 10.58271
C 16.83666 12.78183 10.85779
N 17.39622 11.60754 10.18144
C 18.76415 11.26081 10.56925
C 19.11519 9.96679 9.89156
O 20.50402 9.73706 10.01961
C 20.97140 8.47877 9.49180
H 19.25454 15.46172 9.34363
H 17.66080 16.16379 8.85902
H 18.64754 15.17775 7.67814
H 17.02677 14.89426 11.06188
H 18.57266 14.06532 10.98533
H 15.83960 12.87526 10.43373
H 16.82936 12.61450 11.91398
H 17.42058 11.87465 9.19781
H 18.79994 11.19375 11.68672
H 19.47726 12.01504 10.21000
H 18.83078 9.97612 8.83714
H 18.43571 9.22593 10.35795
H 21.30572 8.60257 8.48068
H 20.20678 7.69322 9.59716
H 21.81478 8.35606 10.13894
C 16.49504 18.74118 10.51690
O 15.27773 18.67403 10.45611
N 17.22895 17.74678 11.13510
N 17.20549 19.75034 9.87230
H 18.21024 17.91784 11.29829
H 16.76339 17.18164 11.85011
H 16.57558 20.44324 9.49012
H 18.02142 20.15507 10.32522
C 14.42074 15.64793 12.70881
O 15.09833 16.58348 13.18785
N 13.45122 15.93467 11.76518
N 14.62289 14.36944 13.09901
H 13.14175 16.86846 11.70595
H 12.78031 15.24170 11.41897
H 15.45356 14.19200 13.63714
H 14.07288 13.62975 12.68972
C 18.09290 12.92653 14.96596
O 16.88333 13.06622 14.67052
N 18.69169 11.58841 14.99453
N 18.90294 13.99402 15.44122
H 19.50067 11.30327 15.51427
H 18.31777 10.77289 14.50469
H 19.81403 13.95554 15.01815
H 18.47853 14.91794 15.22729
O 16.36195 15.39192 17.08491
H 16.05536 16.15698 16.54820
H 15.67242 14.75281 16.94091
O 17.93804 16.94526 14.30278
H 17.06730 16.53158 14.02155
H 17.76059 17.17159 15.22905
O 12.28897 18.90248 11.21388
H 11.42598 19.36663 11.29181
H 12.80886 19.18386 11.94893
O 14.84247 10.93243 14.55052
H 14.36878 11.07386 15.37332
H 15.59221 11.56636 14.60147
O 12.48470 12.83260 11.70047
H 11.81342 13.22514 11.06059
H 12.18262 11.92693 11.87644
O 11.16518 14.90160 10.35867
H 10.75391 15.47675 11.00401
H 11.37784 15.44397 9.57638
O 14.34575 19.25471 13.01847
H 14.66883 19.43533 12.11806
H 14.55193 18.32400 13.13566

***

20
Properties=species:S:1:pos:R:3 method="wB97M-V/def2-TZVPD" charge=+1 multiplicity=4 e_homo_ev="-11.15 / -11.89" e_lumo_ev="-4.1 / -4.4" gap_ev="7.01 / 7.52" s2=3.783
C -1.64534 -0.31267 -1.98745
Tc -0.17714 1.22486 -1.42330
N 1.34026 2.80615 -1.42056
H -1.35005 2.35279 -1.60580
H 1.06384 3.62437 -0.80208
H -0.40826 -0.05349 -2.58806
H -2.32114 -0.14483 -2.87465
H -2.40064 -0.19030 -1.15775
H -1.45195 -1.41003 -1.90336
H 2.19261 2.38462 -1.04501
H 1.49844 3.15752 -2.34928
C 0.90507 -2.39230 2.33440
C 0.05837 -1.11124 2.43912
C -0.01977 -0.31170 1.25019
N -0.07425 0.28579 0.21615
H 0.46432 -3.06467 1.59184
H 0.91450 -2.93908 3.29271
H 1.94837 -2.14411 2.11897
H -0.97233 -1.32188 2.71233
H 0.43508 -0.43981 3.20159

***

75
Properties=species:S:1:pos:R:3 method="wB97M-V/def2-TZVPD" charge=-1 multiplicity=2 e_homo_ev="-3.17 / -3.17" e_lumo_ev="2.3 / 2.3" relative_energy_kcal_mol=3.00 gap_ev="5.50 / 5.46" s2=0.753
C -1.67093 -2.16467 -4.28203
C -1.13328 -2.99390 -3.16209
H -2.03225 -2.78620 -5.10670
H -0.87997 -1.49416 -4.65796
H -2.50089 -1.53669 -3.92548
C -0.66471 -4.24420 -3.29715
C -0.57744 -4.94285 -4.61617
H -0.31343 -4.79358 -2.42045
H -0.09906 -4.30869 -5.38193
H -1.56914 -5.23479 -4.99439
H 0.01463 -5.85967 -4.51189
Cu -0.16430 1.33063 -0.42565
Cl -2.35453 0.78990 -0.62924
Cl 1.95587 1.99981 -0.48183
H 0.75335 5.14151 3.03168
H -1.76243 6.23467 2.60872
C 0.72072 4.96728 1.94871
C -1.53124 5.96611 1.56663
N -0.65542 4.80506 1.50423
H 1.29098 4.07218 1.69553
C -1.13485 3.57993 1.24576
O -0.42843 2.55261 1.33681
H -2.46623 5.72908 1.04630
H -2.19392 3.52538 0.93961
H 1.15012 5.84143 1.45056
H -1.04544 6.82305 1.08425
H 2.28763 -1.06008 -3.48109
H 1.99651 -3.64852 -3.22548
C 3.11559 -1.04579 -2.76306
C 3.03308 -3.52202 -2.87547
N 3.15146 -2.31778 -2.06626
H 2.97015 -0.23683 -2.03958
C 3.48627 -2.38743 -0.74614
O 3.62815 -1.41691 -0.00066
H 3.30831 -4.38679 -2.25394
H 3.62809 -3.44019 -0.40441
H 4.05845 -0.90026 -3.31850
H 3.69529 -3.46537 -3.75264
O 0.22474 -1.50982 -2.15766
C -0.89882 -2.16974 -1.87671
C 0.32670 -3.58390 -0.17170
C -0.85411 -2.94238 -0.53677
H 1.20233 -3.43830 -0.81522
C 0.37483 -4.36789 0.98383
H -1.71731 -1.42286 -1.76741
C -1.95701 -2.98026 0.31503
H 1.31236 -4.86219 1.24225
C -0.76297 -4.49347 1.78838
C -1.90826 -3.74495 1.48547
H -2.84250 -2.40085 0.03773
H -0.74319 -5.14453 2.66638
H -2.77629 -3.76246 2.14909
Si -0.34061 2.99914 -3.44169
Cl -0.12090 0.96317 -2.76541
C 1.40366 3.64261 -3.56209
C -1.43847 3.94100 -2.25304
C -1.07576 2.96857 -5.15644
H 2.01717 3.25889 -2.73421
H 1.41390 4.74102 -3.53118
H 1.85394 3.33513 -4.51687
H -0.35435 2.57126 -5.88573
H -1.33848 3.99102 -5.47025
H -1.98307 2.35060 -5.18602
H -2.10494 3.27478 -1.68766
H -2.06257 4.66608 -2.79564
H -0.83616 4.51717 -1.53952
N -0.61694 -0.96348 2.99244
C 0.71842 -1.26812 2.80474
C 1.05750 -0.72716 1.58362
N -0.03759 -0.06852 1.08196
C -1.05939 -0.27552 1.91043
H -1.21733 -1.23624 3.75776
H 1.33160 -1.82665 3.48761
H 1.98378 -0.73573 1.03510
H -2.07876 0.03987 1.75498

***

10
Properties=species:S:1:pos:R:3 method="wB97M-V/def2-TZVPD" charge=0 multiplicity=1 e_homo_ev=-7.73 e_lumo_ev=1.0 relative_energy_kcal_mol=133.24 gap_ev=8.73 smiles="C1=CC1C1=CO1"
C -1.61302 -0.44006 -0.30053
C -1.66176 0.66965 0.40982
C -0.35817 0.35723 -0.26087
C 0.96169 -0.07389 0.25749
C 2.14466 -0.63391 0.25930
O 2.28043 0.71278 -0.07104
H -2.17042 -1.19212 -0.76630
H -2.14392 1.16945 1.22859
H -0.21579 0.91937 -1.08313
H 2.77629 -1.48850 0.32667

***

Max |F| (computed, eV Å⁻¹): 3.8 2.8 8.9 2.5 3.6